A 2-piece molecular cluster, C5H12NO overall in a non-equilibrium geometry. Source: the OMol25 dataset; level of theory: wB97M-V/def2-TZVPD.

Structure (ORCA input):
```
! RIJCOSX wB97M-V def2-TZVPD def2/J DEFGRID3
* xyz -1 1
N -2.51 2.16 0.61
C -1.77 0.86 0.87
O -0.50 0.80 0.49
H -2.03 2.89 1.16
H -2.33 2.39 -0.36
H -1.81 0.72 1.96
H -2.47 0.11 0.36
C 1.95 -0.92 1.07
C 1.86 -0.43 -0.38
C 1.23 -1.50 -1.27
C 0.00 -1.33 -1.80
H 2.26 -1.97 1.11
H 2.65 -0.28 1.62
H 0.94 -0.81 1.45
H 2.84 -0.19 -0.80
H 1.23 0.46 -0.30
H 1.77 -2.44 -1.39
H -0.51 -2.09 -2.41
H -0.60 -0.42 -1.58
*
```

Calculated values
LUMO energy	0.1537	Eh